Formula: C40H82AlCl32N2O4
Source: the Open Molecules 2025 dataset
Level of theory: wB97M-V/def2-TZVPD

2S+1: 1
Charge: -1
Energy relative to the best compared isomer or geometry (same formula, charge and spin): 111.7 kJ/mol
Lowest unoccupied orbital energy: 0.05476 Ha
E_HOMO: -4.6 eV

Each line ends with the Löwdin charge.
CARTESIAN COORDINATES (ANGSTROEM)
Cl: -6.830 -5.489 -5.051  0.53
Cl: -5.335 4.609 -3.445  0.55
Cl: -1.956 4.015 1.959  0.52
Cl: -14.764 4.255 3.133  0.53
Cl: -5.185 -1.975 2.379  0.55
Cl: -4.287 -1.168 -0.832  0.61
Cl: -6.955 -6.771 0.883  0.53
Cl: -5.272 -2.363 -5.362  0.60
Cl: -12.167 -0.547 1.701  0.56
Cl: 8.134 -2.570 5.635  0.56
Cl: 4.658 7.326 -1.699  0.53
Cl: 11.225 1.763 5.284  0.55
Cl: 4.948 5.656 1.259  0.56
Cl: 3.878 -3.931 -7.731  0.52
Cl: 8.857 6.523 3.802  0.53
Cl: -0.624 0.786 0.501  0.65
Cl: 8.631 1.687 3.104  0.63
Cl: -11.532 3.509 2.359  0.56
Cl: 6.705 -1.287 2.204  0.61
Cl: -8.970 0.641 1.622  0.60
Cl: 6.926 4.524 5.791  0.54
Cl: 13.206 6.769 1.621  0.53
Cl: -4.141 2.424 -0.105  0.57
Cl: 9.688 -2.140 0.745  0.56
Cl: 2.843 -3.276 -4.549  0.58
Cl: 4.580 1.746 4.381  0.59
Cl: 1.428 0.805 5.068  0.62
Cl: 11.189 6.403 -1.100  0.53
Cl: -6.453 -5.006 -1.997  0.53
Cl: 5.142 -1.762 7.069  0.59
Cl: -7.418 2.384 -1.912  0.53
Cl: 2.620 1.751 0.197  0.56
Al: -1.404 -1.455 -3.540  0.25
O: 1.956 0.746 -5.939  -0.02
O: 0.262 -5.057 -0.380  0.15
O: -0.066 0.508 -5.194  -0.21
O: 0.655 -2.924 -0.131  -0.01
N: -1.894 -3.080 -4.338  -0.10
N: 0.811 0.832 -6.211  -0.08
C: 10.871 7.398 0.347  -0.67
C: -0.926 -1.615 -1.559  -0.25
C: -7.077 -4.233 -6.294  -0.65
C: -2.881 -3.831 -3.579  -0.42
C: 0.335 -2.401 -1.465  -0.24
C: -14.071 4.041 1.504  -0.67
C: 0.729 0.318 1.547  -0.64
C: 0.298 -0.685 -4.423  -0.23
C: -9.922 0.230 3.069  -0.65
C: 10.285 0.329 4.784  -0.67
C: -5.852 -0.868 -0.039  -0.66
C: 0.054 -4.064 0.198  -0.58
C: -5.466 2.856 -3.775  -0.63
C: -2.298 -3.806 0.992  -0.08
C: 3.902 1.437 6.002  -0.64
C: -12.992 2.993 1.477  -0.67
C: 1.734 1.421 1.718  -0.67
C: -6.878 2.365 -3.614  -0.65
C: -0.844 -4.040 1.363  -0.14
C: -5.714 -0.557 1.424  -0.68
C: -10.841 -0.937 2.830  -0.64
C: 6.510 -3.042 5.071  -0.67
C: 7.037 -1.498 0.462  -0.62
C: 2.895 0.327 5.957  -0.68
C: 8.473 4.791 3.559  -0.70
C: 3.714 -2.329 -6.955  -0.66
C: 7.087 4.443 4.019  -0.72
C: 12.129 7.999 0.910  -0.67
C: -6.307 -6.762 -1.781  -0.67
C: -5.853 -3.429 -6.654  -0.66
C: 4.298 5.016 -0.278  -0.67
C: -3.629 4.126 -0.206  -0.65
C: 5.005 5.590 -1.474  -0.66
C: -2.193 4.300 0.212  -0.66
C: 9.850 0.411 3.349  -0.65
C: 8.049 -2.579 0.192  -0.64
C: 5.484 -1.968 5.323  -0.67
C: -7.300 -7.301 -0.784  -0.67
C: 4.048 -2.370 -5.490  -0.66
C: -2.290 -5.124 -3.046  -0.09
H: -7.873 -3.592 -5.928  0.06
H: -0.521 -3.274 2.032  0.11
H: 4.730 1.159 6.650  0.06
H: -13.331 2.059 1.910  0.03
H: -3.330 -3.266 -2.777  0.05
H: -6.482 -1.739 -0.202  0.07
H: -5.287 -6.980 -1.486  0.07
H: 4.667 5.080 -2.373  0.07
H: 8.567 4.596 2.494  0.06
H: 10.928 -0.538 4.921  0.07
H: 6.858 3.422 3.734  -0.02
H: -12.688 2.804 0.449  0.08
H: -7.263 -8.388 -0.783  0.07
H: 4.060 -1.356 -5.093  0.07
H: -7.576 2.962 -4.193  0.06
H: -11.304 -1.235 3.769  0.07
H: 2.587 0.057 6.964  0.07
H: 0.402 -3.173 -2.205  0.08
H: 8.116 -2.755 -0.879  0.08
H: 9.393 -0.528 3.049  0.00
H: 10.367 6.775 1.079  0.04
H: 9.433 0.236 5.452  0.05
H: 4.399 -1.658 -7.469  0.07
H: -4.781 2.331 -3.113  0.05
H: -5.017 -4.062 -6.939  0.07
H: -2.837 -5.540 -2.227  0.05
H: 4.544 -2.243 4.847  0.08
H: 0.786 -1.433 -5.035  0.01
H: 5.021 -2.821 -5.315  0.06
H: -1.877 5.322 0.014  0.07
H: -14.886 3.740 0.849  0.07
H: -1.537 3.622 -0.328  0.05
H: 6.081 5.473 -1.392  0.07
H: 3.233 5.226 -0.304  0.07
H: -6.491 -7.220 -2.753  0.05
H: -1.276 -4.938 -2.748  0.05
H: 6.092 -1.762 -0.007  0.08
H: -6.683 -0.254 1.815  -0.02
H: 4.432 3.938 -0.252  0.03
H: -2.259 -5.840 -3.839  0.06
H: -2.947 -4.282 1.683  0.06
H: 2.477 1.133 2.456  0.00
H: 10.687 0.614 2.687  0.07
H: -10.303 -1.789 2.425  0.07
H: -0.745 -4.978 1.857  0.11
H: 3.299 -0.553 5.479  0.01
H: 6.590 -3.227 4.005  0.02
H: -2.488 -2.764 1.020  0.03
H: -6.109 -2.792 -7.499  0.07
H: -5.139 2.701 -4.800  0.08
H: 0.968 -0.369 -3.652  0.03
H: 12.688 8.534 0.148  0.06
H: -1.115 -3.692 -4.525  0.03
H: -3.684 -4.126 -4.221  0.02
H: 1.269 2.347 2.044  0.06
H: -6.302 -0.016 -0.548  0.03
H: -7.428 -4.747 -7.187  0.07
H: -2.597 -0.375 -3.706  -0.06
H: -8.311 -6.989 -1.028  0.06
H: -1.729 -2.034 -0.988  -0.01
H: -4.300 4.720 0.408  0.07
H: -3.750 4.432 -1.241  0.02
H: 6.239 -3.971 5.563  0.07
H: -10.468 1.119 3.372  0.02
H: 10.190 8.190 0.043  0.07
H: -13.697 5.004 1.170  0.07
H: 1.126 -1.719 -1.675  0.09
H: -9.213 -0.024 3.855  0.08
H: 2.700 -1.978 -7.119  0.06
H: -5.002 0.245 1.596  0.04
H: -0.747 -0.623 -1.179  -0.06
H: 0.308 0.054 2.514  0.04
H: 7.774 -3.510 0.678  0.07
H: -6.942 1.332 -3.951  0.07
H: -2.485 -4.123 -0.006  0.07
H: 9.222 4.206 4.081  0.03
H: 3.472 2.362 6.375  0.07
H: 11.873 8.695 1.706  0.07
H: 6.336 5.095 3.583  0.02
H: 1.182 -0.574 1.116  0.07
H: 7.360 -0.539 0.069  0.07
H: 5.800 -1.007 4.925  0.03

Formula: C40H83AsF6N12O2
Source: the Open Molecules 2025 dataset
Level of theory: wB97M-V/def2-TZVPD

2S+1: 1
Charge: +6
Energy relative to the best compared isomer or geometry (same formula, charge and spin): 0.0 kJ/mol
Lowest unoccupied orbital energy: -0.40110 Ha
E_HOMO: -20.8 eV

Each line ends with the Löwdin charge.
CARTESIAN COORDINATES (ANGSTROEM)
As: -4.135 2.776 -3.189  0.74
F: -4.494 4.356 -2.523  -0.27
F: -3.602 3.640 -4.618  -0.26
F: -5.753 2.668 -3.842  -0.26
F: -3.755 1.284 -3.957  -0.23
F: -4.801 1.927 -1.800  -0.26
F: -2.557 2.934 -2.533  -0.23
O: -9.408 5.251 -5.663  -0.05
O: -2.097 4.805 1.791  -0.04
N: -2.098 -3.206 -2.620  -0.05
N: -6.470 1.092 -8.039  -0.08
N: -6.226 0.043 -9.928  -0.03
N: -4.898 -0.087 2.961  -0.04
N: -6.860 6.737 -4.449  -0.34
N: -1.147 7.250 -7.917  -0.04
N: -8.899 2.228 -2.427  -0.03
N: -6.327 -1.284 4.069  -0.07
N: -1.279 -4.987 -1.715  -0.08
N: -0.761 5.817 -0.652  -0.33
N: -7.920 3.224 -0.773  -0.06
N: 0.398 8.417 -8.883  -0.07
C: -0.431 6.885 -1.652  0.02
C: -9.140 1.295 -3.541  -0.17
C: -7.526 5.741 -3.547  -0.01
C: -1.147 5.962 -5.764  -0.07
C: -5.827 -0.343 4.930  0.02
C: -10.448 0.539 -3.385  -0.04
C: -1.628 7.650 -9.147  0.01
C: -7.815 7.071 -5.571  -0.09
C: -1.349 -5.241 -3.071  0.04
C: -6.827 3.594 0.119  0.02
C: 0.091 7.733 -7.791  -0.01
C: -1.955 6.664 -6.839  -0.17
C: -7.008 1.882 -9.034  -0.01
C: -8.928 4.034 -1.224  -0.03
C: 0.101 6.152 0.571  0.03
C: -6.868 1.233 -10.210  0.03
C: -7.361 -2.282 4.406  0.06
C: -4.034 0.499 1.904  -0.14
C: -1.480 -0.821 -2.792  -0.06
C: -2.611 -1.835 -2.871  -0.15
C: -1.731 -3.770 -1.461  -0.02
C: -6.581 7.964 -3.638  0.03
C: -5.553 6.219 -4.949  0.00
C: 1.669 9.074 -9.168  0.04
C: -4.734 -1.827 -10.660  -0.05
C: -4.186 -0.191 0.547  -0.08
C: -2.845 4.902 0.587  -0.23
C: -4.897 0.374 4.268  0.01
C: -6.303 1.510 -6.657  0.01
C: -9.591 3.405 -2.213  0.02
C: -0.896 -5.968 -0.675  0.05
C: -2.212 5.970 -0.251  -0.10
C: -6.048 -0.035 -8.620  -0.01
C: -8.398 5.951 -6.368  -0.23
C: -7.930 2.121 -1.542  -0.02
C: -0.657 8.364 -9.759  0.03
C: -0.266 4.477 -1.106  0.03
C: -5.797 -1.062 2.873  -0.03
C: -6.013 -1.035 -10.935  -0.12
C: -1.803 -4.091 -3.629  0.00
H: -2.279 6.932 0.254  0.15
H: -7.676 5.270 -6.841  0.12
H: -5.413 1.104 -6.186  0.09
H: -0.759 3.752 -0.462  0.10
H: -0.659 5.039 -6.073  0.10
H: -1.362 -5.707 0.269  0.10
H: -10.476 -0.095 -2.500  0.09
H: -6.250 8.790 -4.258  0.12
H: -1.839 -3.754 -4.651  0.14
H: -5.114 -0.038 0.006  0.07
H: -1.838 -3.306 -0.497  0.17
H: -5.186 6.945 -5.676  0.11
H: 0.806 4.428 -0.963  0.12
H: -7.911 -2.553 3.511  0.10
H: 1.617 9.566 -10.138  0.11
H: -5.015 -2.740 -10.137  0.09
H: -11.299 1.217 -3.379  0.09
H: -6.119 -0.260 5.964  0.16
H: -7.330 1.442 -11.160  0.15
H: -8.844 6.426 -7.252  0.15
H: -5.395 -0.750 -8.146  0.17
H: -5.903 3.621 -0.456  0.06
H: -2.868 3.892 0.149  0.11
H: -3.056 -1.861 -3.860  0.12
H: -1.182 -0.611 -1.763  0.08
H: -2.650 7.454 -9.420  0.14
H: 0.765 7.686 -6.955  0.17
H: -0.650 4.287 -2.105  0.09
H: -7.962 -1.865 5.205  0.11
H: -8.550 7.759 -5.151  0.16
H: -7.255 7.721 -6.250  0.15
H: -2.512 7.486 -6.381  0.13
H: -3.343 -1.643 -2.089  0.11
H: -8.566 6.017 -3.419  0.11
H: -9.135 4.975 -0.739  0.15
H: 2.505 8.382 -9.157  0.11
H: -7.479 2.810 -8.763  0.13
H: -0.905 7.825 -1.396  0.12
H: 1.852 9.920 -8.504  0.12
H: -10.398 3.706 -2.857  0.15
H: -4.848 6.016 -4.155  0.08
H: -5.705 5.327 -5.557  0.10
H: 0.016 5.366 1.313  0.10
H: -2.551 4.235 2.419  0.10
H: -7.457 4.779 -4.052  0.09
H: -6.987 4.582 0.542  0.11
H: -0.588 -1.147 -3.325  0.09
H: -7.138 1.393 -1.523  0.15
H: -0.627 8.759 -10.760  0.15
H: -2.998 0.520 2.229  0.14
H: -4.304 -2.165 -11.601  0.10
H: -9.227 1.967 -4.401  0.12
H: -7.439 8.180 -3.002  0.12
H: -6.144 -1.516 1.961  0.16
H: -1.095 -6.984 -0.993  0.11
H: -0.300 7.034 1.066  0.12
H: -7.101 1.075 -6.042  0.09
H: -3.915 5.078 0.743  0.12
H: -6.992 5.629 -2.606  0.10
H: -6.858 -3.187 4.744  0.12
H: -9.872 4.655 -6.261  0.11
H: 0.652 6.944 -1.705  0.12
H: -2.743 6.095 -1.198  0.13
H: -6.477 2.573 -6.529  0.08
H: -3.298 0.063 -0.028  0.07
H: -1.000 -6.195 -3.427  0.15
H: -4.412 1.524 1.855  0.11
H: -0.428 6.627 -5.287  0.07
H: -0.757 6.506 -2.621  0.09
H: -6.904 -1.659 -10.938  0.14
H: -5.982 -0.518 -11.892  0.13
H: -4.130 -1.265 0.756  0.08
H: -1.816 0.126 -3.225  0.06
H: -8.271 0.678 -3.753  0.12
H: -3.987 -1.240 -10.132  0.08
H: -1.843 5.640 -4.985  0.06
H: -5.817 7.690 -2.908  0.11
H: -4.222 1.132 4.623  0.15
H: -6.752 2.846 0.905  0.10
H: 1.120 6.297 0.233  0.11
H: -10.567 -0.131 -4.237  0.10
H: 0.177 -5.830 -0.531  0.11
H: -2.721 5.997 -7.232  0.12

Formula: C40H83ClN5O13P
Source: the Open Molecules 2025 dataset
Level of theory: wB97M-V/def2-TZVPD

SMILES: CCCN[C@]1(O)[C@H](C)NC(=O)[C@@]1(CC(N)(N)N)P(O)Cl.CC(C)=O.CC(C)=O.CC(C)=O.CC(C)=O.CC(C)=O.CC(C)=O.CC(C)=O.CC(C)=O.CC(C)=O.CC(C)=O
2S+1: 1
Lowest unoccupied orbital energy: 0.00833 Ha
E_HOMO: -8.3 eV

Each line ends with the Löwdin charge.
CARTESIAN COORDINATES (ANGSTROEM)
Cl: 1.733 -3.168 -2.631  0.27
P: -0.318 -3.329 -3.066  0.70
O: 4.324 7.065 7.676  0.05
O: 3.299 7.851 11.478  0.06
O: 4.778 3.235 4.891  0.04
O: 6.613 -2.672 -5.650  0.07
O: 1.025 0.066 -2.859  0.07
O: -4.575 -9.800 2.635  0.06
O: 0.468 2.706 2.399  0.05
O: -0.875 -4.096 -1.728  -0.35
O: -5.176 -4.732 -8.034  0.07
O: -2.237 5.192 -0.600  0.07
O: -2.974 -2.376 -1.731  0.02
O: -0.605 -4.792 -8.725  0.05
O: -3.397 -3.642 1.731  0.06
N: -1.221 -2.559 -6.094  0.08
N: 0.853 -1.530 -5.426  0.09
N: -0.061 -0.356 -0.871  0.14
N: -0.883 -0.256 -6.473  0.07
N: -2.608 -0.088 -2.051  0.03
C: -4.767 -4.861 3.248  -0.02
C: 4.720 -2.157 -4.302  -0.04
C: 0.166 -0.538 -2.258  -0.46
C: 3.680 6.430 8.482  -0.50
C: -2.084 2.147 0.845  -0.12
C: -1.299 -0.925 -4.228  -0.12
C: -2.726 -10.850 1.573  -0.02
C: 2.506 2.139 3.499  -0.03
C: 5.646 -1.969 -5.478  -0.51
C: -4.727 -9.892 0.265  -0.03
C: 2.403 2.846 1.033  -0.02
C: 2.197 6.633 8.644  -0.02
C: -2.115 6.352 -0.291  -0.49
C: -3.248 0.646 -0.930  -0.18
C: 4.325 5.398 9.371  -0.02
C: -2.495 1.959 -0.610  -0.23
C: -4.846 -5.158 -6.952  -0.50
C: -0.795 6.903 0.193  -0.02
C: -4.062 -10.146 1.597  -0.51
C: -3.396 -5.330 -6.575  -0.02
C: -3.272 7.319 -0.370  -0.02
C: -1.596 -1.469 0.895  -0.01
C: 4.816 9.556 12.137  -0.02
C: -0.277 -4.425 -11.050  -0.02
C: -2.720 -5.888 2.081  -0.01
C: 5.756 3.933 5.046  -0.48
C: 5.304 -0.852 -6.437  -0.03
C: 5.654 5.433 5.120  -0.02
C: 3.460 9.017 11.760  -0.49
C: -1.137 -2.594 -9.455  -0.02
C: -1.038 -1.388 -0.524  -0.29
C: -0.592 -1.368 -5.525  -0.66
C: 7.134 3.333 5.176  -0.02
C: -3.609 -4.690 2.298  -0.48
C: 2.312 9.996 11.750  -0.02
C: -0.669 -4.013 -9.651  -0.50
C: -1.966 -1.382 -1.723  -0.47
C: -5.873 -5.543 -5.912  -0.03
C: 1.670 2.574 2.326  -0.49
C: -0.894 -1.555 -2.866  -0.38
H: 1.858 7.399 7.949  0.08
H: 3.236 2.907 3.750  0.04
H: -3.124 2.807 -0.875  0.09
H: -2.940 2.224 1.515  0.08
H: -4.400 -5.127 4.241  0.09
H: 1.983 6.954 9.664  0.06
H: -2.363 -10.968 2.591  0.08
H: -0.904 7.300 1.203  0.09
H: 4.317 -1.022 -6.870  0.08
H: -5.430 -5.649 2.890  0.09
H: 5.548 8.753 12.105  0.08
H: 4.697 -1.252 -3.693  0.09
H: 1.166 -2.480 -5.553  0.05
H: 7.779 3.702 4.378  0.09
H: -1.388 -2.446 -8.405  0.04
H: 6.239 5.888 4.318  0.09
H: 3.134 3.643 1.178  0.08
H: -3.360 -0.363 -2.667  0.11
H: 3.711 -2.377 -4.650  0.04
H: -2.549 -2.004 0.857  0.04
H: 2.181 10.428 12.743  0.09
H: -1.129 -4.313 -11.722  0.09
H: -3.167 -4.719 -5.701  0.07
H: 2.511 10.795 11.035  0.09
H: -5.323 -3.928 3.313  0.08
H: -2.021 -2.402 -10.065  0.09
H: 3.025 1.208 3.262  0.09
H: -2.269 -6.196 3.026  0.09
H: -3.190 -6.378 -6.349  0.09
H: -5.737 -4.941 -5.012  0.08
H: -0.496 0.587 -6.053  0.07
H: -3.564 -2.209 -0.990  0.09
H: -4.156 6.797 -0.730  0.08
H: -1.735 -0.509 1.378  0.06
H: -3.481 7.733 0.618  0.08
H: 1.691 3.151 0.268  0.08
H: -0.455 -4.963 -1.724  0.04
H: -3.428 0.037 -0.041  0.10
H: -0.054 6.107 0.203  0.08
H: -0.535 -3.235 -6.399  0.06
H: 5.114 10.338 11.438  0.09
H: -1.644 2.023 -1.289  0.10
H: -4.913 -10.836 -0.247  0.08
H: 1.859 1.976 4.359  0.09
H: 4.786 9.971 13.146  0.09
H: -2.003 -10.263 1.004  0.08
H: 5.391 5.349 9.157  0.08
H: -3.034 8.133 -1.056  0.08
H: -2.829 -11.835 1.116  0.09
H: 2.917 1.945 0.698  0.09
H: -1.164 0.145 -4.131  0.11
H: 4.615 5.734 5.015  0.08
H: -0.343 -1.901 -9.745  0.09
H: -2.358 -1.094 -4.425  0.12
H: 5.073 -2.987 -3.694  0.08
H: 4.181 5.675 10.416  0.07
H: 0.040 -5.465 -11.048  0.08
H: -1.371 1.405 1.188  0.03
H: -1.566 3.102 0.915  0.05
H: 7.067 2.250 5.107  0.08
H: -6.872 -5.372 -6.307  0.08
H: 7.569 3.603 6.140  0.08
H: -1.867 -2.965 -5.439  0.03
H: -1.930 -5.630 1.378  0.08
H: -2.762 -5.017 -7.402  0.06
H: 6.023 5.787 6.083  0.08
H: -5.767 -6.599 -5.656  0.08
H: 3.879 4.418 9.191  0.09
H: 1.398 9.481 11.463  0.08
H: -0.416 -2.277 -0.595  0.11
H: -0.308 0.590 -0.614  0.11
H: -0.456 7.700 -0.470  0.08
H: -0.943 -2.110 1.481  0.09
H: 1.665 5.703 8.434  0.09
H: -3.303 -6.716 1.674  0.08
H: 5.304 0.105 -5.913  0.08
H: -4.234 0.944 -1.290  0.11
H: -5.674 -9.383 0.426  0.08
H: 0.545 -3.802 -11.406  0.08
H: 6.042 -0.821 -7.235  0.08
H: -0.335 -0.412 -7.313  0.06
H: -4.088 -9.265 -0.360  0.08
H: 1.367 -0.880 -5.993  0.07